This record from the OMol25 dataset describes 10 unconnected molecules or ions with the total composition C12H41F3N16O11 at a distorted geometry. The level of theory is wB97M-V/def2-TZVPD.

XYZ file:
```
83
Properties=species:S:1:pos:R:3:mulliken_charge:R:1
O -0.653 0.173 -0.520 -0.381
H -0.842 -0.768 -0.550 0.436
H -1.464 0.646 -0.721 0.449
H -0.312 0.398 0.349 0.460
C -0.335 -5.326 -1.788 -0.163
O -0.294 -4.762 -3.100 -0.191
O -1.024 -4.330 -1.054 -0.927
C -1.059 -6.759 -1.852 0.780
F -2.360 -6.728 -2.132 -0.249
F -0.478 -7.493 -2.818 -0.285
F -0.801 -7.446 -0.735 -0.273
C 0.842 -4.025 -3.551 -0.235
C 0.475 -3.599 -5.002 -1.182
H 1.219 -2.919 -5.416 0.403
H 0.342 -4.469 -5.645 0.286
H -0.381 -2.925 -4.988 0.247
H 1.744 -4.618 -3.705 0.312
H 1.116 -3.131 -2.991 0.262
H 0.692 -5.451 -1.446 0.251
C 0.036 1.313 5.608 0.714
O 0.424 1.268 4.465 -0.676
N 0.753 0.952 6.652 -0.411
N -1.108 1.777 6.015 -0.389
H 0.414 1.095 7.592 0.154
H 1.754 0.840 6.578 0.215
H -1.259 1.753 7.013 0.165
H -1.608 2.269 5.288 0.227
C -4.946 -1.413 -4.694 0.664
O -4.660 -0.822 -3.684 -0.682
N -5.617 -0.918 -5.696 -0.392
N -4.590 -2.632 -4.908 -0.373
H -5.877 -1.409 -6.539 0.171
H -5.955 0.016 -5.512 0.221
H -3.869 -2.944 -4.273 0.217
H -4.768 -3.205 -5.721 0.175
C -2.539 -3.795 5.653 0.721
O -2.682 -3.682 6.907 -0.715
N -1.828 -4.723 5.084 -0.387
N -3.089 -3.032 4.780 -0.368
H -1.379 -5.339 5.746 0.222
H -1.845 -4.696 4.074 0.173
H -2.791 -3.160 3.823 0.142
H -3.654 -2.234 5.033 0.212
C -4.891 4.169 1.847 0.665
O -3.912 3.412 1.639 -0.685
N -4.788 5.258 2.602 -0.383
N -6.110 4.073 1.438 -0.377
H -5.568 5.900 2.593 0.151
H -3.903 5.545 2.996 0.213
H -6.849 4.740 1.608 0.184
H -6.333 3.149 1.095 0.233
C 5.280 0.965 -1.446 0.687
O 4.356 1.401 -0.830 -0.680
N 5.195 0.780 -2.729 -0.400
N 6.410 0.644 -0.916 -0.384
H 6.025 0.431 -3.187 0.166
H 4.328 1.118 -3.122 0.231
H 6.518 0.771 0.080 0.215
H 7.248 0.385 -1.418 0.166
C 0.978 4.705 -5.652 0.659
O 1.582 3.703 -6.071 -0.676
N -0.185 4.589 -5.039 -0.381
N 1.382 5.923 -5.732 -0.366
H -0.585 5.472 -4.754 0.144
H -0.805 3.796 -5.114 0.229
H 2.333 6.107 -6.017 0.225
H 0.714 6.646 -5.507 0.167
C 2.340 7.210 1.235 0.696
O 2.544 8.369 1.420 -0.633
N 1.692 6.432 2.058 -0.391
N 2.854 6.447 0.337 -0.382
H 1.535 5.481 1.755 0.151
H 1.337 6.891 2.885 0.195
H 3.358 6.982 -0.356 0.205
H 2.699 5.449 0.332 0.161
C 4.555 -4.349 3.805 0.640
O 4.239 -5.494 3.911 -0.654
N 5.630 -3.875 4.307 -0.361
N 3.925 -3.457 3.187 -0.373
H 5.771 -2.917 4.020 0.134
H 6.197 -4.388 4.967 0.207
H 4.172 -2.478 3.219 0.177
H 2.988 -3.737 2.934 0.229
```

**Total charge**: 0
**Orbital gap**: 4.15 eV
**Energy above the lowest of the compared OMol25 structures with the same formula, charge and spin**: 22.3 kcal per mole